# 1
{"formula": "C16H19BCrN6", "method": "ωB97M-V/def2-TZVPD", "elements": ["H", "N", "B", "N", "C", "Cr", "H", "C", "H", "C", "H", "C", "H", "H", "H", "N", "N", "N", "N", "C", "C", "H", "H", "C", "C", "C", "C", "H", "H", "H", "H", "H", "C", "C", "C", "C", "C", "C", "H", "H", "H", "H", "H"], "positions_angstrom": [[0.08850, 2.97765, 1.25604], [0.31592, 1.83183, -0.50803], [0.98180, 0.99279, -2.81735], [0.82292, 2.11265, -1.76529], [0.94126, 3.43621, -1.90420], [-0.21117, 0.00527, -0.03094], [1.21227, 3.84271, -2.87560], [0.64758, 4.02728, -0.67727], [0.69441, 5.07650, -0.44708], [0.30184, 2.98518, 0.19304], [1.51626, 1.39170, -3.81166], [-2.13580, -2.83498, 1.86957], [-2.42362, -3.06426, 2.89685], [-1.13443, -3.22785, 1.69464], [-2.82345, -3.26045, 1.13843], [-0.40398, 0.40234, -2.95092], [1.79304, -0.13683, -2.14566], [-1.09685, -0.08255, -1.84758], [1.44706, -0.65968, -0.90817], [-1.13386, 0.29795, -4.06244], [2.81613, -0.82619, -2.65536], [-0.71196, 0.64466, -5.00041], [3.13604, -0.61603, -3.66862], [-2.34537, -0.27778, -3.70851], [3.25269, -1.72328, -1.68736], [-2.28621, -0.50160, -2.32194], [2.40111, -1.56302, -0.58502], [-3.14078, -0.50983, -4.38260], [4.08847, -2.38160, -1.78084], [-2.99327, -0.93377, -1.64386], [2.46486, -2.00763, 0.39625], [-2.13001, -1.75196, 1.75326], [-0.56675, -0.51086, 5.05601], [0.24525, -1.40428, 4.34172], [0.48498, -1.17860, 2.95710], [-0.18121, -0.15663, 2.28862], [-0.87957, 0.79350, 3.02048], [-1.11264, 0.60757, 4.41127], [-0.78533, -0.69824, 6.11017], [0.66794, -2.28536, 4.84253], [1.18477, -1.84112, 2.44159], [-1.27385, 1.69291, 2.54601], [-1.73499, 1.31567, 4.97312]], "de_lowest_kcal_mol": 6.0, "spin_multiplicity": 5, "gap_ev": [7.64, 8.26], "max_force_ev_per_a": 3.6, "charge": 0, "e_tot_ha": -2018.9672, "lumo_ev": [0.5, 0.5]}


# 2
{"formula": "C5H13N2", "method": "ωB97M-V/def2-TZVPD", "elements": ["C", "C", "C", "C", "N", "N", "C", "H", "H", "H", "H", "H", "H", "H", "H", "H", "H", "H", "H", "H"], "positions_angstrom": [[-0.07213, 0.13787, -2.19422], [-0.10890, 0.36034, -0.90167], [0.64346, 1.42360, -0.13798], [1.51973, 0.87088, 1.00064], [0.80367, -0.09293, 1.88354], [-1.09218, -0.32545, -0.03281], [-1.51516, -1.71109, -0.41650], [-0.64344, -0.67825, -2.62593], [0.57405, 0.67682, -2.85693], [1.33827, 1.90084, -0.82440], [-0.10844, 2.09199, 0.27837], [2.45615, 0.39334, 0.75044], [1.73535, 1.72862, 1.64188], [0.60621, 0.34442, 2.77177], [1.33386, -0.93154, 2.04901], [-1.92015, 0.26295, -0.03429], [-0.59713, -0.38041, 0.91815], [-0.67508, -2.37829, -0.33124], [-2.18016, -2.02446, 0.38475], [-2.09799, -1.66926, -1.32258]], "de_lowest_kcal_mol": 40.1, "smiles": "C=C(CCN)[NH2+]C", "gap_ev": 10.95, "max_force_ev_per_a": 1.6, "charge": 1, "e_tot_ha": -307.5577, "lumo_ev": -3.0}


# 3
{"formula": "C3H8N2O", "method": "ωB97M-V/def2-TZVPD", "elements": ["C", "C", "C", "N", "N", "O", "H", "H", "H", "H", "H", "H", "H", "H"], "positions_angstrom": [[0.95627, -1.43477, -1.04519], [0.16924, -0.82806, 0.10784], [-0.69063, 0.36632, -0.33460], [-1.31343, 0.96278, 0.81690], [-0.66183, 1.90253, 1.39368], [0.42745, 2.53894, 1.22156], [1.71585, -0.74247, -1.40473], [0.30625, -1.70204, -1.87552], [1.45322, -2.33451, -0.69310], [-0.48637, -1.58025, 0.55171], [0.86770, -0.48654, 0.87675], [-1.49157, 0.02777, -0.99288], [-0.05902, 1.09538, -0.85472], [-1.19313, 2.21492, 2.23230]], "de_lowest_kcal_mol": 81.5, "smiles": "CCC/N=[NH+]\\[O-]", "gap_ev": 10.58, "max_force_ev_per_a": 2.3, "charge": 0, "e_tot_ha": -303.7622, "lumo_ev": 0.7}


- Which of these has the highest charge?
  C5H13N2